(1)
Density functional theory data (the ωB97M-V functional and the def2-TZVPD basis) for a molecular structure, C24H39F4MgN5O2P in a non-equilibrium geometry.

Total charge = -1
HOMO (alpha / beta) = -1.79 / -1.79 eV
Kohn-Sham gap (alpha / beta) = 0.156 / 0.156 hartree
Strongest force on any atom = 0.2074 hartree/bohr
Energy relative to the best compared isomer or geometry (same formula, charge and spin) = 786.2 kJ/mol

Geometry (Å):
Mg (1.018, 1.121, -0.903)
C (0.933, -1.746, -2.170)
C (2.295, -1.251, -1.668)
N (2.603, 0.172, -1.973)
C (2.513, 0.478, -3.407)
C (3.358, -0.380, -4.348)
C (3.888, 0.546, -1.403)
C (3.807, 2.015, -0.981)
N (2.713, 2.195, -0.045)
C (1.500, 2.832, -0.742)
C (0.214, 2.487, -1.805)
F (-0.451, 1.319, -2.614)
C (-0.578, 3.568, -2.142)
F (-1.626, 3.377, -2.996)
C (-0.415, 4.867, -1.669)
C (0.596, 5.140, -0.791)
F (0.729, 6.415, -0.343)
C (1.499, 4.176, -0.351)
F (2.440, 4.642, 0.514)
H (0.779, -2.771, -1.846)
H (0.882, -1.740, -3.265)
H (0.117, -1.169, -1.797)
H (3.051, -1.927, -2.102)
H (2.335, -1.381, -0.599)
H (2.768, 1.528, -3.565)
H (1.473, 0.399, -3.725)
H (4.426, -0.306, -4.133)
H (3.209, -0.043, -5.375)
H (3.071, -1.433, -4.306)
H (4.732, 0.377, -2.089)
H (4.095, -0.051, -0.514)
H (3.754, 2.679, -1.857)
H (4.757, 2.263, -0.483)
H (-1.085, 5.651, -1.991)
O (-0.183, 1.949, 0.098)
O (0.631, -0.603, 0.175)
P (-0.571, -0.918, 1.055)
N (-2.023, -0.835, 0.232)
C (-3.311, -1.091, 0.878)
C (-4.332, -0.926, -0.236)
C (-3.758, 0.232, -1.038)
C (-2.246, 0.041, -0.924)
N (-0.704, 0.062, 2.424)
C (-1.470, -0.315, 3.629)
C (-1.721, 0.970, 4.405)
C (-0.576, 1.872, 3.968)
C (-0.399, 1.512, 2.498)
N (-0.468, -2.480, 1.595)
C (-1.190, -3.126, 2.700)
C (-1.189, -4.621, 2.381)
C (0.021, -4.790, 1.471)
C (0.010, -3.503, 0.661)
H (-3.506, -0.359, 1.674)
H (-3.373, -2.098, 1.300)
H (-5.335, -0.722, 0.144)
H (-4.374, -1.828, -0.853)
H (-4.049, 1.179, -0.575)
H (-4.100, 0.239, -2.072)
H (-1.759, 1.001, -0.803)
H (-1.855, -0.434, -1.820)
H (-0.878, -0.995, 4.251)
H (-2.419, -0.803, 3.397)
H (-1.738, 0.804, 5.484)
H (-2.678, 1.410, 4.111)
H (0.329, 1.634, 4.538)
H (-0.802, 2.929, 4.105)
H (0.606, 1.734, 2.157)
H (-1.097, 2.080, 1.895)
H (-2.213, -2.774, 2.819)
H (-0.663, -2.951, 3.640)
H (-2.099, -4.894, 1.840)
H (-1.129, -5.236, 3.279)
H (-0.046, -5.677, 0.841)
H (0.934, -4.857, 2.068)
H (-0.677, -3.594, -0.191)
H (1.002, -3.269, 0.277)

Forces on atoms 1 to 6 (eV/Å):
1.9873 -10.1067 2.7597
0.7535 -0.0491 -0.9890
0.1798 -0.7208 -1.0177
-0.5076 -1.4952 -0.4688
-0.0664 -0.0157 -0.6109
0.0811 -0.0401 0.0592

Want to see where the charge sits? The Löwdin charges in e are:
1. Mg 0.323
2. C -0.073
3. C -0.236
4. N -0.194
5. C -0.228
6. C -0.081
7. C -0.191
8. C -0.291
9. N -0.024
10. C -0.193
11. C -0.098
12. F -0.110
13. C -0.270
14. F 0.022
15. C 0.014
16. C -0.233
17. F 0.040
18. C -0.201
19. F 0.038
20. H 0.062
21. H 0.079
22. H 0.031
23. H 0.116
24. H 0.091
25. H 0.122
26. H 0.105
27. H 0.063
28. H 0.074
29. H 0.061
30. H 0.109
31. H 0.122
32. H 0.105
33. H 0.102
34. H 0.114
35. O -0.428
36. O -0.325
37. P 0.694
38. N -0.160
39. C -0.213
40. C -0.185
41. C -0.158
42. C -0.196
43. N -0.142
44. C -0.231
45. C -0.185
46. C -0.174
47. C -0.205
48. N -0.165
49. C -0.212
50. C -0.172
51. C -0.176
52. C -0.208
53. H 0.111
54. H 0.099
55. H 0.104
56. H 0.109
57. H 0.115
58. H 0.109
59. H 0.076
60. H 0.100
61. H 0.097
62. H 0.078
63. H 0.101
64. H 0.107
65. H 0.108
66. H 0.109
67. H 0.113
68. H 0.098
69. H 0.081
70. H 0.104
71. H 0.109
72. H 0.105
73. H 0.107
74. H 0.113
75. H 0.117
76. H 0.103

---

(2)
Density functional theory data (the ωB97M-V functional and the def2-TZVPD basis) for 2 unconnected molecules or ions with the total composition C4H10INOS in a non-equilibrium geometry.

HOMO (alpha / beta) = -8.52 / -8.52 eV
Kohn-Sham gap (alpha / beta) = 0.272 / 0.272 hartree
Strongest force on any atom = 0.0687 hartree/bohr
Energy relative to the best compared isomer or geometry (same formula, charge and spin) = 119.1 kJ/mol

Geometry (Å):
C (0.120, -0.109, 0.340)
C (0.308, -0.060, 1.677)
C (-1.510, -1.942, -0.110)
C (-1.199, -0.439, -0.245)
N (0.592, -0.007, -2.175)
O (1.195, 3.202, 0.040)
S (1.268, 0.486, -0.835)
I (3.307, -1.118, -0.379)
H (1.403, 2.732, 0.854)
H (-0.494, -0.273, 2.358)
H (1.197, 0.110, 2.257)
H (-0.592, -2.468, -0.508)
H (-2.466, -2.184, -0.583)
H (-1.549, -2.215, 0.902)
H (-2.032, 0.098, 0.417)
H (-1.207, -0.062, -1.258)
H (1.159, 0.421, -2.943)
H (0.499, 3.828, 0.192)

Forces on atoms 1 to 6 (eV/Å):
-0.3515 0.3543 2.1751
0.2223 -0.1156 -0.8654
1.5858 0.4239 -1.8612
-2.8139 0.5026 2.0716
1.2887 1.0771 0.0966
0.6627 -0.3870 -0.4720

Want to see where the charge sits? The Löwdin charges in e are:
1. C -0.616
2. C 0.018
3. C -0.085
4. C -0.300
5. N -0.357
6. O -0.091
7. S 0.584
8. I 0.204
9. H 0.023
10. H 0.071
11. H 0.059
12. H 0.101
13. H 0.078
14. H 0.043
15. H 0.155
16. H 0.059
17. H 0.020
18. H 0.033

---

(3)
Density functional theory data (the ωB97M-V functional and the def2-TZVPD basis) for a molecular structure, C36H34MnN4O2S3Se in a non-equilibrium geometry.

Total charge = -1
HOMO (alpha / beta) = -4.05 / -4.92 eV
Kohn-Sham gap (alpha / beta) = 0.229 / 0.233 hartree
Spin multiplicity = 5
<S²> = 6.1418
Strongest force on any atom = 0.0341 hartree/bohr
Energy relative to the best compared isomer or geometry (same formula, charge and spin) = 153.2 kJ/mol

Geometry (Å):
Mn (0.081, 0.898, -0.465)
S (2.002, -0.377, -0.065)
C (1.999, -0.726, 1.600)
N (3.002, -1.529, 2.132)
C (2.817, -1.939, 3.516)
C (2.424, -0.742, 4.337)
N (1.164, -0.217, 3.834)
C (0.535, 0.767, 4.717)
C (-0.300, 0.113, 5.800)
C (-1.222, -0.877, 5.460)
C (-2.024, -1.453, 6.434)
C (-1.917, -1.045, 7.761)
C (-0.994, -0.069, 8.108)
C (-0.187, 0.504, 7.129)
C (1.014, -0.150, 2.462)
S (-0.409, 0.543, 1.831)
C (3.639, -2.558, 1.290)
C (2.882, -3.871, 1.274)
C (1.629, -3.963, 0.663)
C (0.906, -5.148, 0.720)
C (1.426, -6.257, 1.381)
C (2.675, -6.176, 1.981)
C (3.392, -4.985, 1.931)
H (3.756, -2.355, 3.884)
H (2.044, -2.710, 3.607)
H (3.209, 0.022, 4.288)
H (2.284, -1.036, 5.378)
H (-0.095, 1.412, 4.111)
H (1.313, 1.388, 5.172)
H (-1.303, -1.184, 4.420)
H (-2.742, -2.216, 6.160)
H (-2.550, -1.489, 8.520)
H (-0.902, 0.250, 9.141)
H (0.539, 1.265, 7.402)
H (4.643, -2.722, 1.684)
H (3.729, -2.153, 0.288)
H (1.224, -3.104, 0.135)
H (-0.068, -5.202, 0.249)
H (0.860, -7.181, 1.423)
H (3.089, -7.037, 2.495)
H (4.368, -4.923, 2.408)
O (0.650, -0.200, -4.213)
N (-0.136, 0.394, -3.501)
O (0.202, 0.397, -2.198)
S (-2.274, 1.415, -0.634)
C (-2.245, 2.669, -1.766)
N (-2.263, 3.526, -2.549)
C (0.513, 2.731, -0.010)
C (0.241, 3.825, 0.426)
C (-0.124, 5.107, 0.972)
C (0.097, 6.301, 0.280)
C (-0.306, 7.515, 0.821)
C (-0.939, 7.560, 2.056)
C (-1.171, 6.377, 2.750)
C (-0.768, 5.162, 2.215)
H (0.569, 6.257, -0.693)
H (-0.135, 8.432, 0.267)
H (-1.255, 8.509, 2.473)
H (-1.678, 6.402, 3.707)
H (-0.962, 4.232, 2.735)
C (-1.388, -0.688, -9.935)
C (-1.554, -0.546, -8.439)
C (-1.347, -1.624, -7.590)
C (-1.494, -1.509, -6.208)
C (-1.240, -2.721, -5.343)
C (-1.876, -0.270, -5.670)
Se (-2.139, -0.078, -3.791)
C (-2.094, 0.839, -6.512)
C (-2.476, 2.199, -5.979)
C (-1.923, 0.674, -7.884)
H (-0.863, -1.610, -10.190)
H (-0.824, 0.151, -10.345)
H (-2.361, -0.706, -10.435)
H (-1.048, -2.581, -8.011)
H (-0.741, -3.503, -5.920)
H (-2.178, -3.124, -4.952)
H (-0.615, -2.465, -4.488)
H (-1.658, 2.645, -5.410)
H (-3.315, 2.141, -5.292)
H (-2.736, 2.871, -6.800)
H (-2.080, 1.527, -8.541)

Forces on atoms 1 to 6 (eV/Å):
-1.0057 0.3202 1.4017
0.1053 0.1270 -0.1763
-0.1526 0.1656 0.2830
-0.1555 -0.2961 0.0169
0.0830 0.0327 -0.1310
-0.2186 0.0415 -0.0454

Want to see where the charge sits? The Löwdin charges in e are:
1. Mn 0.104
2. S 0.781
3. C -0.646
4. N -0.120
5. C -0.148
6. C -0.138
7. N -0.133
8. C -0.143
9. C -0.204
10. C -0.028
11. C -0.082
12. C -0.103
13. C -0.096
14. C -0.051
15. C -0.625
16. S 0.722
17. C -0.145
18. C -0.213
19. C -0.024
20. C -0.074
21. C -0.099
22. C -0.095
23. C -0.059
24. H 0.129
25. H 0.137
26. H 0.136
27. H 0.130
28. H 0.075
29. H 0.125
30. H 0.110
31. H 0.101
32. H 0.096
33. H 0.097
34. H 0.108
35. H 0.119
36. H 0.075
37. H 0.095
38. H 0.104
39. H 0.096
40. H 0.097
41. H 0.107
42. O -0.054
43. N -0.465
44. O -0.416
45. S 0.524
46. C -0.851
47. N 0.053
48. C -0.147
49. C -0.121
50. C -0.244
51. C -0.038
52. C -0.100
53. C -0.116
54. C -0.100
55. C -0.039
56. H 0.113
57. H 0.095
58. H 0.090
59. H 0.094
60. H 0.107
61. C -0.060
62. C -0.273
63. C -0.025
64. C -0.289
65. C -0.083
66. C -0.463
67. Se 1.036
68. C -0.279
69. C -0.083
70. C -0.026
71. H 0.069
72. H 0.074
73. H 0.077
74. H 0.109
75. H 0.071
76. H 0.075
77. H 0.054
78. H 0.078
79. H 0.056
80. H 0.070
81. H 0.112